1.
{
  "formula": "C51H136O17",
  "method": "wB97M-V/def2-TZVPD",
  "species": ["C", "C", "C", "O", "H", "H", "H", "H", "H", "H", "H", "H", "C", "C", "C", "O", "H", "H", "H", "H", "H", "H", "H", "H", "C", "C", "C", "O", "H", "H", "H", "H", "H", "H", "H", "H", "C", "C", "C", "O", "H", "H", "H", "H", "H", "H", "H", "H", "C", "C", "C", "O", "H", "H", "H", "H", "H", "H", "H", "H", "C", "C", "C", "O", "H", "H", "H", "H", "H", "H", "H", "H", "C", "C", "C", "O", "H", "H", "H", "H", "H", "H", "H", "H", "C", "C", "C", "O", "H", "H", "H", "H", "H", "H", "H", "H", "C", "C", "C", "O", "H", "H", "H", "H", "H", "H", "H", "H", "C", "C", "C", "O", "H", "H", "H", "H", "H", "H", "H", "H", "C", "C", "C", "O", "H", "H", "H", "H", "H", "H", "H", "H", "C", "C", "C", "O", "H", "H", "H", "H", "H", "H", "H", "H", "C", "C", "C", "O", "H", "H", "H", "H", "H", "H", "H", "H", "C", "C", "C", "O", "H", "H", "H", "H", "H", "H", "H", "H", "C", "C", "C", "O", "H", "H", "H", "H", "H", "H", "H", "H", "C", "C", "C", "O", "H", "H", "H", "H", "H", "H", "H", "H", "C", "C", "C", "O", "H", "H", "H", "H", "H", "H", "H", "H"],
  "coordinates": [[1.085, -6.715, -0.453], [1.909, -6.882, 0.820], [2.169, -5.514, 1.453], [1.280, -7.722, 1.711], [0.783, -7.679, -0.863], [1.622, -6.166, -1.227], [0.190, -6.130, -0.241], [2.847, -7.340, 0.508], [2.681, -4.815, 0.792], [2.688, -5.589, 2.409], [1.215, -5.020, 1.640], [0.443, -7.294, 1.906], [4.198, 3.401, 0.193], [3.980, 4.195, -1.079], [2.568, 4.750, -1.214], [4.834, 5.296, -0.957], [5.223, 3.052, 0.321], [3.495, 2.570, 0.241], [3.905, 4.008, 1.050], [4.317, 3.605, -1.931], [1.814, 3.965, -1.156], [2.427, 5.154, -2.216], [2.379, 5.563, -0.513], [5.121, 5.455, -1.860], [-3.654, 2.774, 2.953], [-3.478, 1.290, 3.243], [-2.150, 0.927, 4.000], [-4.532, 0.997, 4.134], [-4.686, 3.122, 2.914], [-3.183, 3.064, 2.014], [-3.183, 3.359, 3.743], [-3.668, 0.670, 2.367], [-1.306, 0.905, 3.311], [-2.275, -0.070, 4.424], [-2.088, 1.635, 4.826], [-4.376, 1.537, 4.913], [-1.619, -3.517, -0.531], [-2.424, -3.166, 0.705], [-3.912, -3.059, 0.339], [-2.306, -4.179, 1.636], [-1.795, -2.929, -1.432], [-1.959, -4.522, -0.779], [-0.568, -3.698, -0.304], [-1.953, -2.263, 1.092], [-4.059, -2.086, -0.131], [-4.558, -3.146, 1.212], [-4.167, -3.831, -0.387], [-2.851, -3.883, 2.369], [3.245, 1.490, -4.372], [3.265, 0.640, -5.663], [4.624, 0.676, -6.355], [3.024, -0.689, -5.240], [3.221, 2.564, -4.556], [4.059, 1.305, -3.672], [2.395, 1.278, -3.723], [2.433, 0.967, -6.286], [5.383, 0.640, -5.574], [4.719, 1.588, -6.943], [4.828, -0.158, -7.027], [3.771, -0.918, -4.683], [4.299, -0.719, -1.296], [4.727, -1.902, -2.182], [3.477, -2.838, -2.309], [5.075, -1.469, -3.453], [5.175, -0.117, -1.053], [3.872, -1.086, -0.362], [3.585, -0.071, -1.805], [5.525, -2.540, -1.804], [3.683, -3.591, -3.070], [2.592, -2.324, -2.683], [3.327, -3.387, -1.379], [5.414, -2.172, -4.013], [7.228, -7.449, -0.097], [6.741, -6.090, 0.422], [5.606, -5.437, -0.466], [6.277, -6.324, 1.717], [7.369, -7.452, -1.178], [6.634, -8.331, 0.139], [8.197, -7.637, 0.366], [7.636, -5.468, 0.424], [5.992, -5.207, -1.459], [5.295, -4.464, -0.085], [4.766, -6.116, -0.615], [5.879, -7.195, 1.779], [-5.143, 0.775, -1.108], [-6.541, 1.423, -1.371], [-6.422, 2.515, -2.409], [-7.272, 0.365, -1.846], [-4.621, 0.550, -2.038], [-5.194, -0.107, -0.469], [-4.528, 1.486, -0.556], [-6.979, 1.776, -0.438], [-7.376, 2.786, -2.863], [-5.854, 2.151, -3.265], [-5.991, 3.425, -1.991], [-7.043, 0.186, -2.761], [0.905, -1.976, 6.539], [1.603, -2.150, 5.188], [0.776, -1.693, 3.967], [2.764, -1.341, 5.231], [1.426, -2.533, 7.317], [-0.086, -2.429, 6.501], [0.791, -0.922, 6.795], [1.895, -3.182, 4.994], [0.558, -0.628, 3.886], [-0.165, -2.242, 3.929], [1.342, -1.973, 3.078], [2.525, -0.421, 5.093], [6.818, -1.960, 4.001], [6.300, -3.293, 3.581], [4.979, -3.300, 2.786], [7.308, -4.068, 2.929], [6.030, -1.435, 4.542], [6.993, -1.330, 3.129], [7.742, -1.925, 4.578], [6.148, -3.859, 4.499], [4.148, -2.991, 3.420], [4.715, -4.266, 2.355], [5.117, -2.571, 1.987], [6.888, -4.863, 2.592], [-2.860, 3.952, -1.111], [-2.210, 5.203, -0.589], [-0.953, 5.065, 0.311], [-1.654, 5.817, -1.714], [-3.580, 4.099, -1.915], [-3.381, 3.436, -0.305], [-2.041, 3.347, -1.502], [-2.925, 5.803, -0.027], [-0.430, 6.001, 0.510], [-0.163, 4.442, -0.110], [-1.144, 4.715, 1.325], [-1.453, 6.726, -1.477], [-7.324, -0.466, 2.216], [-7.087, -1.324, 3.429], [-7.634, -2.712, 3.130], [-5.725, -1.472, 3.526], [-6.960, -0.889, 1.279], [-7.027, 0.573, 2.355], [-8.404, -0.326, 2.164], [-7.506, -0.894, 4.338], [-7.710, -3.325, 4.028], [-7.133, -3.236, 2.316], [-8.656, -2.625, 2.761], [-5.334, -0.613, 3.699], [-1.933, -1.071, -3.873], [-0.560, -1.365, -4.383], [-0.472, -1.259, -5.961], [0.431, -0.532, -3.739], [-2.341, -0.128, -4.237], [-1.888, -0.821, -2.813], [-2.597, -1.916, -4.057], [-0.234, -2.358, -4.073], [-0.778, -0.266, -6.290], [-1.146, -1.986, -6.414], [0.536, -1.492, -6.304], [1.292, -0.603, -4.157], [-1.163, 1.025, -0.107], [0.357, 0.741, -0.261], [0.646, -0.739, -0.310], [0.755, 1.377, -1.462], [-1.310, 2.052, 0.228], [-1.609, 0.477, 0.722], [-1.792, 0.681, -0.928], [0.827, 1.192, 0.612], [0.036, -1.216, -1.077], [0.299, -1.241, 0.593], [1.681, -1.077, -0.355], [0.447, 0.763, -2.132], [-6.036, 5.409, 1.080], [-6.416, 6.919, 1.207], [-6.673, 7.645, -0.078], [-7.681, 6.951, 1.891], [-6.273, 4.807, 1.957], [-4.965, 5.229, 0.982], [-6.588, 4.966, 0.251], [-5.658, 7.431, 1.799], [-7.100, 8.624, 0.140], [-7.418, 7.210, -0.745], [-5.802, 7.787, -0.716], [-8.233, 6.438, 1.296], [-2.116, 2.651, -5.356], [-1.193, 3.387, -4.313], [0.265, 3.591, -4.826], [-1.712, 4.695, -4.138], [-3.084, 2.272, -5.026], [-1.525, 1.794, -5.678], [-2.252, 3.332, -6.197], [-1.238, 2.829, -3.377], [0.274, 4.299, -5.654], [0.657, 2.640, -5.187], [0.886, 3.872, -3.975], [-1.697, 4.972, -3.219], [1.634, 2.792, 2.916], [2.330, 1.601, 3.420], [3.821, 1.622, 3.347], [2.033, 1.424, 4.831], [0.559, 2.825, 3.093], [1.865, 2.838, 1.852], [2.029, 3.742, 3.277], [2.033, 0.713, 2.863], [4.261, 0.691, 3.706], [4.292, 2.430, 3.909], [4.147, 1.715, 2.311], [2.069, 2.265, 5.292]],
  "largest_force_ev_per_a": 3.05,
  "homo_lumo_gap_ev": 9.6,
  "de_lowest_kj_mol": 308.28,
  "lumo_ev": 0.3,
  "homo_energy_ev": -9.243,
  "molar_mass_g_mol": 1021.6,
  "total_charge": 0
}

2.
{
  "formula": "C25H24ClI2N6O5SZr",
  "method": "wB97M-V/def2-TZVPD",
  "species": ["Zr", "C", "C", "N", "N", "C", "N", "S", "C", "C", "C", "C", "C", "N", "H", "H", "H", "H", "H", "H", "H", "H", "H", "H", "C", "O", "C", "C", "C", "C", "C", "C", "N", "N", "C", "O", "C", "C", "C", "C", "C", "C", "C", "O", "H", "H", "H", "H", "H", "H", "H", "H", "H", "H", "H", "H", "Cl", "C", "C", "O", "O", "H", "H", "I", "I"],
  "coordinates": [[-0.238, 0.082, -0.072], [2.461, 0.865, -3.641], [1.239, 0.786, -2.791], [1.194, 1.255, -1.595], [2.272, 1.893, -1.065], [2.037, 2.979, -0.242], [3.157, 3.450, 0.338], [0.525, 3.601, -0.045], [-0.047, 0.230, -3.271], [-0.254, -0.190, -4.570], [-1.538, -0.560, -4.955], [-2.564, -0.489, -4.036], [-2.265, -0.099, -2.737], [-1.036, 0.235, -2.361], [2.788, 1.904, -3.730], [3.269, 0.291, -3.178], [2.306, 0.466, -4.637], [3.194, 1.733, -1.447], [3.941, 2.833, 0.498], [3.024, 4.199, 0.998], [0.551, -0.219, -5.288], [-1.728, -0.888, -5.969], [-3.580, -0.743, -4.302], [-3.032, -0.061, -1.975], [2.979, -4.316, -2.388], [1.971, -3.397, -1.993], [0.791, -3.914, -1.550], [0.440, -5.247, -1.594], [-0.804, -5.659, -1.101], [-1.676, -4.739, -0.581], [-1.334, -3.377, -0.525], [-2.312, -2.444, -0.022], [-2.156, -1.176, 0.101], [-3.297, -0.509, 0.548], [-3.046, 0.754, 0.670], [-1.853, 1.225, 0.349], [-4.065, 1.690, 1.160], [-5.320, 1.226, 1.553], [-6.265, 2.119, 2.024], [-5.962, 3.474, 2.108], [-4.712, 3.934, 1.721], [-3.761, 3.045, 1.247], [-0.091, -2.958, -1.002], [0.312, -1.689, -0.977], [3.865, -3.723, -2.601], [3.204, -5.022, -1.586], [2.686, -4.864, -3.286], [1.116, -5.980, -2.008], [-1.070, -6.706, -1.138], [-2.642, -5.051, -0.204], [-3.285, -2.843, 0.257], [-5.536, 0.169, 1.489], [-7.238, 1.761, 2.332], [-6.701, 4.170, 2.480], [-4.476, 4.988, 1.792], [-2.780, 3.390, 0.950], [-1.048, 0.751, 4.368], [0.548, 0.095, 3.899], [0.474, -0.018, 2.404], [0.863, 0.939, 1.668], [-0.045, -1.033, 1.850], [0.683, -0.876, 4.364], [1.320, 0.793, 4.203], [3.046, -1.280, -0.092], [5.056, 0.060, 1.072]],
  "largest_force_ev_per_a": 0.83,
  "homo_lumo_gap_ev": 6.7,
  "de_lowest_kj_mol": 61.82,
  "lumo_ev": -3.9,
  "homo_energy_ev": -10.621,
  "molar_mass_g_mol": 901.1,
  "total_charge": 1
}

3.
{
  "formula": "C2H2B2F8O7V",
  "method": "wB97M-V/def2-TZVPD",
  "species": ["O", "V", "B", "F", "F", "F", "F", "B", "F", "F", "F", "F", "O", "C", "O", "O", "H", "O", "C", "O", "O", "H"],
  "coordinates": [[1.301, -1.409, 0.530], [0.146, -0.553, -0.154], [-2.294, -1.234, 0.706], [-3.199, -2.138, 0.171], [-1.138, -1.774, 1.116], [-1.884, -0.350, -0.248], [-2.876, -0.495, 1.674], [0.056, -2.237, -2.314], [-0.523, -1.027, -2.013], [-0.004, -2.549, -3.686], [1.352, -1.945, -2.054], [-0.424, -3.173, -1.394], [0.491, 2.145, 3.389], [-0.421, 1.629, 2.537], [-1.640, 1.970, 2.672], [-0.160, 0.932, 1.555], [-0.117, 2.666, 3.919], [2.919, 2.392, -1.937], [2.257, 1.797, -0.898], [1.264, 1.118, -1.190], [2.576, 2.120, 0.254], [2.320, 2.115, -2.634]],
  "s_squared": 0.79,
  "largest_force_ev_per_a": 5.63,
  "homo_lumo_gap_ev": [7.8, 7.8],
  "de_lowest_kj_mol": 249.48,
  "spin_multiplicity": 2,
  "lumo_ev": [5.4, 5.5],
  "homo_energy_ev": [-2.348, -2.351],
  "molar_mass_g_mol": 362.6,
  "total_charge": -2
}

4.
{
  "formula": "C41H45AlF4INO3P",
  "method": "wB97M-V/def2-TZVPD",
  "species": ["C", "C", "C", "C", "C", "C", "C", "C", "C", "C", "C", "C", "O", "Al", "I", "P", "C", "O", "O", "C", "N", "C", "C", "C", "H", "H", "H", "H", "H", "H", "H", "H", "H", "H", "H", "H", "H", "H", "H", "H", "H", "H", "H", "H", "H", "H", "H", "H", "H", "F", "C", "C", "C", "C", "C", "C", "H", "H", "H", "H", "H", "F", "C", "C", "C", "C", "C", "C", "H", "H", "H", "H", "H", "F", "C", "C", "C", "C", "C", "C", "H", "H", "H", "H", "H", "F", "C", "C", "C", "C", "C", "C", "H", "H", "H", "H", "H"],
  "coordinates": [[-1.268, -1.359, 4.137], [-0.035, -0.488, 3.981], [0.068, 0.571, 2.690], [-0.026, -0.283, 1.295], [1.033, -1.520, 1.151], [2.245, -1.283, 0.069], [3.631, -0.907, 0.861], [4.312, -1.740, 2.097], [5.697, -1.279, 2.890], [6.447, 0.128, 2.395], [5.793, 0.956, 1.110], [4.424, 0.459, 0.358], [-1.073, 1.484, 3.036], [-0.307, 2.281, 4.607], [-1.234, 1.459, 6.895], [-0.405, 4.647, 4.680], [-2.098, 5.243, 5.336], [0.857, 5.168, 5.794], [1.527, 1.814, 4.273], [1.401, 1.577, 2.795], [1.271, 2.998, 2.295], [0.853, 3.067, 0.992], [-0.679, 3.678, 0.712], [1.714, 2.668, -0.345], [-1.612, -2.078, 3.250], [-1.893, -1.413, 5.125], [0.815, -0.647, 4.769], [0.075, 0.386, 0.340], [-1.119, -0.755, 1.250], [0.406, -2.450, 0.740], [1.527, -1.884, 2.146], [2.438, -2.324, -0.483], [1.932, -0.532, -0.772], [3.806, -2.725, 2.477], [6.114, -1.944, 3.783], [7.417, 0.534, 2.920], [6.292, 1.948, 0.734], [3.984, 1.059, -0.546], [-2.398, 4.717, 6.337], [-2.004, 6.405, 5.577], [-2.939, 5.170, 4.496], [1.186, 4.308, 6.205], [2.382, 1.004, 2.470], [-1.523, 2.883, 0.867], [-0.716, 4.237, -0.323], [-0.825, 4.528, 1.537], [1.399, 3.435, -1.204], [2.840, 2.892, -0.115], [1.499, 1.602, -0.778], [-3.697, -2.582, 2.369], [-3.675, -3.922, 2.351], [-4.428, -4.605, 1.402], [-4.402, -6.000, 1.379], [-3.630, -6.696, 2.313], [-2.882, -6.001, 3.264], [-2.900, -4.606, 3.280], [-5.028, -4.048, 0.690], [-4.980, -6.543, 0.637], [-3.613, -7.784, 2.298], [-2.285, -6.545, 3.993], [-2.317, -4.050, 4.006], [-2.289, -2.346, -0.962], [-3.388, -1.640, -1.260], [-3.589, -1.206, -2.566], [-4.736, -0.475, -2.877], [-5.663, -0.175, -1.876], [-5.449, -0.610, -0.567], [-4.308, -1.351, -0.258], [-2.854, -1.441, -3.328], [-4.906, -0.138, -3.897], [-6.554, 0.399, -2.118], [-6.169, -0.372, 0.211], [-4.130, -1.705, 0.752], [-2.973, 0.643, -5.788], [-3.734, 1.507, -6.472], [-4.284, 2.602, -5.816], [-5.073, 3.505, -6.529], [-5.312, 3.296, -7.889], [-4.760, 2.190, -8.538], [-3.962, 1.294, -7.827], [-4.094, 2.744, -4.757], [-5.501, 4.369, -6.027], [-5.931, 3.998, -8.444], [-4.951, 2.027, -9.596], [-3.518, 0.434, -8.317], [8.506, -1.466, -5.593], [7.954, -1.229, -4.395], [7.225, -0.062, -4.196], [6.647, 0.183, -2.951], [6.813, -0.738, -1.914], [7.551, -1.905, -2.121], [8.120, -2.154, -3.370], [7.113, 0.646, -5.011], [6.068, 1.088, -2.788], [6.366, -0.545, -0.941], [7.683, -2.618, -1.311], [8.689, -3.060, -3.551]],
  "largest_force_ev_per_a": 6.68,
  "homo_lumo_gap_ev": 5.8,
  "lumo_ev": 2.0,
  "homo_energy_ev": -3.801,
  "molar_mass_g_mol": 860.7,
  "total_charge": -1
}